Entry 1:
Density functional theory data (the ωB97M-V functional and the def2-TZVPD basis) for C21H23N6PdS2 as an isolated structure.

CARTESIAN COORDINATES (ANGSTROEM)
Pd 0.273 0.170 0.284
S 2.663 -0.100 0.090
C 3.042 0.178 1.771
C 4.429 0.499 2.036
N 5.542 0.732 2.219
C 2.168 0.111 2.816
S 0.486 -0.296 2.710
C 2.657 0.387 4.153
N 3.021 0.607 5.223
N -2.157 0.112 0.280
C -3.002 1.186 0.069
C -4.303 0.942 -0.375
C -5.175 1.979 -0.648
C -4.741 3.288 -0.494
C -3.440 3.522 -0.072
C -2.538 2.496 0.235
C -1.137 2.873 0.628
C -0.999 4.102 1.290
C 0.223 4.717 1.474
C 1.363 4.115 0.967
C 1.268 2.857 0.389
C 0.046 2.199 0.250
H -2.533 -0.820 0.240
H -1.475 0.232 1.027
H -4.622 -0.088 -0.500
H -6.180 1.765 -0.989
H -5.399 4.121 -0.712
H -3.093 4.546 -0.012
H -1.887 4.579 1.686
H 0.281 5.660 2.004
H 2.330 4.593 1.063
H 2.167 2.367 0.061
C -1.699 -5.399 0.360
N -1.227 -4.390 -0.576
C -2.314 -3.688 -1.229
C -0.116 -3.617 -0.215
N -0.148 -2.347 -0.367
N 0.936 -4.346 0.307
C 1.983 -3.607 0.995
C 1.407 -5.522 -0.406
H -2.360 -4.958 1.119
H -0.865 -5.869 0.872
H -2.262 -6.163 -0.179
H -2.917 -4.407 -1.785
H -1.917 -2.937 -1.904
H -2.967 -3.182 -0.503
H 0.780 -1.957 -0.240
H 1.548 -2.819 1.609
H 2.700 -3.146 0.305
H 2.523 -4.299 1.646
H 0.604 -5.954 -0.998
H 1.770 -6.272 0.301
H 2.234 -5.267 -1.082

Output
Gap between HOMO and LUMO (alpha / beta) (Eh): 0.2296 / 0.2295
Relative energy (zero: lowest compared OMol25 entry of this formula, charge and spin) (kcal/mol): 0.0
E (eV): -56241.54932
HOMO energy (alpha / beta) (eV): -4.086 / -4.059
Multiplicity: 1
Net charge: -1

***

Entry 2:
Density functional theory data (the ωB97M-V functional and the def2-TZVPD basis) for C33H37BN10O4Y as an isolated structure.

CARTESIAN COORDINATES (ANGSTROEM)
Y 0.114 0.398 0.187
C -3.598 1.943 0.112
C -3.315 0.815 -0.891
C -2.311 1.191 -2.000
N -0.917 0.754 -1.880
C -0.429 -0.134 -2.736
C 0.971 -0.209 -2.870
C 1.785 -0.884 -3.805
C 1.476 -1.711 -4.845
C 0.178 -2.216 -5.125
C -0.977 -2.058 -4.435
C -1.280 -1.280 -3.236
N -2.185 -1.593 -2.388
C -2.570 -2.982 -2.233
C -1.405 -3.759 -1.537
C -0.287 -2.904 -0.917
N -0.743 -1.896 0.044
C -1.164 -2.302 1.208
C -0.866 -3.606 1.745
C -1.446 -4.339 2.745
C -2.554 -4.049 3.554
C -3.191 -2.832 3.588
C -2.896 -1.627 2.947
C -1.903 -1.270 2.007
N -1.647 -0.027 1.651
C -2.387 1.091 2.211
C -2.536 2.210 1.185
H -4.540 1.730 0.632
H -3.770 2.872 -0.444
H -4.255 0.540 -1.375
H -2.980 -0.094 -0.395
H -2.259 2.287 -2.041
H -2.709 0.870 -2.962
H 1.528 0.438 -2.198
H 2.844 -0.664 -3.691
H 2.288 -2.038 -5.481
H 0.112 -2.876 -5.986
H -1.823 -2.634 -4.790
H -2.834 -3.502 -3.160
H -3.453 -3.019 -1.596
H -0.914 -4.411 -2.264
H -1.831 -4.411 -0.770
H 0.244 -2.383 -1.711
H 0.460 -3.574 -0.486
H -0.025 -4.082 1.262
H -0.979 -5.305 2.918
H -2.915 -4.826 4.216
H -4.041 -2.772 4.262
H -3.526 -0.811 3.264
H -1.869 1.466 3.100
H -3.393 0.812 2.527
H -1.568 2.442 0.723
H -2.795 3.128 1.718
B 0.754 4.192 1.664
N 0.828 2.916 2.583
C 0.906 3.017 3.917
C 0.885 1.747 4.468
C 0.788 0.908 3.364
N 0.767 1.613 2.229
N 1.103 3.887 0.173
C 1.722 4.772 -0.626
C 1.601 4.338 -1.934
C 0.862 3.151 -1.836
N 0.568 2.884 -0.563
H -0.369 4.669 1.737
H 1.596 4.981 2.048
H 0.974 3.989 4.380
H 0.932 1.472 5.508
H 0.730 -0.170 3.333
H 2.176 5.654 -0.203
H 1.981 4.809 -2.826
H 0.548 2.466 -2.607
O 6.180 -1.441 1.151
C 6.232 -0.206 0.681
O 7.274 0.396 0.556
C 4.938 0.448 0.333
C 4.864 1.729 -0.166
N 3.567 1.994 -0.377
N 2.780 0.965 -0.055
C 3.592 0.018 0.379
C 2.944 -1.235 0.876
O 3.663 -2.202 1.159
O 1.681 -1.177 0.979
H 5.231 -1.765 1.230
H 5.648 2.440 -0.369
H 3.145 2.835 -0.747

Output
Gap between HOMO and LUMO (Eh): 0.2530
Relative energy (zero: lowest compared OMol25 entry of this formula, charge and spin) (kcal/mol): 47.3
E (eV): -59638.17083
HOMO energy (eV): -4.333
Multiplicity: 1
Net charge: -1

***

Entry 3:
Density functional theory data (the ωB97M-V functional and the def2-TZVPD basis) for one molecule with the formula C3H5NO2.

CARTESIAN COORDINATES (ANGSTROEM)
H 1.181 1.300 2.164
N 0.765 1.072 1.268
C -0.280 0.380 1.410
O -1.030 -0.048 0.375
C -0.473 0.133 -0.919
C 0.354 -1.086 -1.283
O 1.089 -1.629 -0.500
H -0.735 0.048 2.346
H 0.184 1.006 -0.910
H -1.289 0.286 -1.632
H 0.233 -1.463 -2.318

Output
Gap between HOMO and LUMO (Eh): 0.3920
Relative energy (zero: lowest compared OMol25 entry of this formula, charge and spin) (kcal/mol): 40.0
SMILES: [H]/N=C/OCC=O
E (eV): -8775.95888
HOMO energy (eV): -9.750
Multiplicity: 1

***

Entry 4:
Density functional theory data (the ωB97M-V functional and the def2-TZVPD basis) for C10H22BaF6O8 as an isolated structure.

CARTESIAN COORDINATES (ANGSTROEM)
Ba 27.226 -20.448 9.537
O 24.671 -20.955 10.258
H 24.201 -20.732 11.062
O 25.547 -19.378 7.699
H 26.081 -20.020 7.226
C 29.580 -17.192 8.934
O 29.153 -15.996 8.279
O 28.848 -18.227 8.554
C 31.106 -17.320 8.736
F 31.438 -17.627 7.469
F 31.761 -16.154 9.064
F 31.651 -18.256 9.555
C 29.003 -14.852 9.076
C 28.245 -13.841 8.233
H 27.203 -14.140 8.110
H 28.252 -12.835 8.666
H 28.687 -13.747 7.240
H 29.993 -14.458 9.345
H 28.454 -15.044 10.004
H 29.464 -17.100 10.032
C 29.588 -20.200 11.974
O 29.686 -20.956 10.750
O 28.271 -20.113 12.204
C 30.576 -20.717 13.076
F 30.570 -22.084 13.129
F 31.850 -20.314 12.802
F 30.303 -20.272 14.326
C 30.960 -21.285 10.248
C 30.825 -21.838 8.830
H 30.092 -22.645 8.843
H 30.426 -21.030 8.208
H 31.789 -22.098 8.396
H 31.508 -21.966 10.907
H 31.602 -20.400 10.158
H 29.956 -19.190 11.715
C 28.090 -23.644 10.852
O 26.984 -23.033 10.210
H 28.584 -23.085 11.647
H 27.810 -24.637 11.226
H 28.836 -23.820 10.073
H 26.169 -23.210 10.699
C 28.218 -22.658 6.390
O 27.804 -21.407 6.974
H 29.283 -22.774 6.598
H 27.631 -23.468 6.813
H 28.011 -22.599 5.319
H 28.032 -20.717 6.341

Output
Gap between HOMO and LUMO (Eh): 0.1766
E (eV): -44105.62445
HOMO energy (eV): -0.453
Multiplicity: 1
Net charge: -2

***

> Look up the multiplicity of the second one.

1